Entry 1:
DFT (ωB97M-V/def2-TZVPD) results for a molecular structure, C5H14NO2.

Last column: natural (NBO) charge in e.
Atoms and positions in Å:
1 C -1.0220 1.0047 0.1014  -0.181
2 O -2.1551 1.2256 -0.8154  -0.809
3 C 0.1102 0.3038 -0.3239  -0.320
4 C -0.1213 -1.2874 -0.4731  -0.589
5 C 1.0041 -2.1129 -0.5474  -0.254
6 C 2.1669 -1.6386 -1.7498  -0.558
7 N 0.9380 0.5974 2.1358  -1.150
8 H -1.3447 0.3932 0.9610  0.154
9 H -0.9066 2.0435 0.4434  0.276
10 H 0.8374 0.4262 0.8323  0.346
11 H 0.7154 0.6346 -1.3316  0.183
12 H -1.0305 -1.1466 -1.1324  0.355
13 H -0.6268 -1.6584 0.4014  0.236
14 H 2.1613 -1.2081 -0.2619  0.324
15 H 1.2467 -3.1166 -0.1565  0.228
16 H 1.5610 -1.3766 -2.5465  0.211
17 H 3.1742 -2.1154 -1.7734  0.210
18 H 0.8220 -0.1921 2.6931  0.329
19 H 1.6560 1.2217 2.4817  0.340
20 H -3.6189 2.8378 1.0067  0.408
21 H -2.6066 2.0201 -0.3252  0.491
22 O -2.9607 3.1442 0.3803  -1.230

Summary:
- LUMO energy (eV) = 1.3
- net charge = -1
- energy above the lowest of the compared OMol25 structures with the same formula, charge and spin (kJ/mol) = 1038.5
- HOMO energy (eV) = -3.3
- DFT total energy (hartree) = -403.75902

***

Entry 2:
DFT (ωB97M-V/def2-TZVPD) results for 2 unconnected molecules or ions with the total composition C5H14NO2.

Last column: natural (NBO) charge in e.
Atoms and positions in Å:
1 O -2.7755 0.5066 0.9264  -0.484
2 C -1.7442 1.1145 0.8906  0.433
3 C -0.4196 0.2635 1.0286  -0.181
4 C 0.6909 1.1055 0.3217  -0.240
5 C 1.9021 0.2308 -0.1140  -0.651
6 C 0.3731 1.9162 -0.9344  -0.640
7 N -0.5638 -1.0819 0.4561  -0.667
8 H -1.6764 2.1861 0.8462  0.168
9 H -0.1021 0.2999 2.0660  0.256
10 H 1.1959 1.6783 1.1279  0.240
11 H 2.8453 0.7805 0.0657  0.258
12 H 1.8348 -0.1159 -1.1484  0.226
13 H 2.1239 -0.5665 0.6024  0.202
14 H -0.1462 1.3311 -1.7084  0.215
15 H 1.3221 2.2476 -1.3562  0.245
16 H -0.1599 2.8636 -0.8044  0.231
17 H -1.2049 -1.0837 -0.3371  0.464
18 H 0.3300 -1.4699 0.1540  0.463
19 H -0.9759 -1.7519 1.1079  0.454
20 H -1.7250 -3.4100 -1.2844  0.501
21 H -0.3131 -3.9154 -0.8093  0.499
22 O -0.8114 -3.1288 -1.0971  -0.992

Summary:
- LUMO energy (eV) = -3.4
- net charge = +1
- energy above the lowest of the compared OMol25 structures with the same formula, charge and spin (kJ/mol) = 189.4
- HOMO energy (eV) = -14.3
- DFT total energy (hartree) = -403.86922

***

Entry 3:
DFT (ωB97M-V/def2-TZVPD) results for 3 unconnected molecules or ions with the total composition C5H14NO2.

Last column: natural (NBO) charge in e.
Atoms and positions in Å:
1 C -1.6988 -2.6070 -0.9532  -0.595
2 C -1.0181 -1.3595 -1.5029  -0.485
3 C -0.9383 -0.0808 -0.7913  -0.093
4 C 0.0546 0.1098 0.0680  -0.089
5 N 0.4239 1.3924 0.5862  -0.412
6 C 1.0472 1.5107 1.6894  0.149
7 H -1.3732 -3.5449 -1.3976  0.237
8 H -2.7747 -2.5560 -0.9293  0.220
9 H -1.3064 -2.7318 0.0740  0.200
10 H -1.3010 -1.2652 -2.5848  0.243
11 H -0.0196 -1.6753 -1.8557  0.232
12 H -1.6659 0.6815 -1.0502  0.226
13 H 0.8300 -0.6264 0.2635  0.229
14 H 0.0419 2.2010 0.1091  0.444
15 H 1.3664 0.6753 2.2958  0.239
16 H 1.2979 2.4895 2.1000  0.233
17 H -0.8896 0.6896 4.0232  0.498
18 H -0.3620 2.0988 4.6769  0.509
19 O -0.2365 1.3789 4.0399  -0.985
20 H 3.2362 1.7376 -2.8656  0.477
21 H 2.6303 0.4890 -3.4083  0.476
22 O 2.6557 0.9925 -2.5872  -0.952

Summary:
- LUMO energy (eV) = -4.5
- net charge = +1
- energy above the lowest of the compared OMol25 structures with the same formula, charge and spin (kJ/mol) = 273.7
- HOMO energy (eV) = -13.9
- DFT total energy (hartree) = -403.83710

***

Entry 4:
DFT (ωB97M-V/def2-TZVPD) results for 2 unconnected molecules or ions with the total composition C5H14NO2.

Last column: natural (NBO) charge in e.
Atoms and positions in Å:
1 C 0.2463 0.1855 2.2477  -0.659
2 C -0.0887 -0.1147 0.8182  -0.036
3 C -1.4677 0.5354 0.3662  -0.439
4 C -1.8916 0.1819 -1.0608  -0.572
5 C -1.2514 0.8801 -2.1287  0.454
6 O -0.1778 1.3974 -2.1192  -0.575
7 N 1.1473 0.5378 0.0740  -0.750
8 H 0.8783 -0.4738 2.6234  0.232
9 H -0.6486 -0.0468 3.0168  0.255
10 H 0.5014 1.2469 2.4400  0.228
11 H -0.0644 -1.3074 0.5806  0.244
12 H -1.5104 1.7198 0.6044  0.250
13 H -2.3319 0.2019 1.1508  0.270
14 H -3.0012 0.2822 -1.2005  0.274
15 H -1.8714 -0.8743 -1.3508  0.272
16 H -1.7335 1.1567 -3.0607  0.160
17 H 1.5474 -0.2153 -0.6282  0.480
18 H 1.7121 0.8979 0.7554  0.422
19 H 0.9603 1.2836 -0.6962  0.481
20 H 3.5597 -2.0692 -1.3114  0.503
21 H 2.6914 -3.1734 -0.4269  0.505
22 O 2.7945 -2.2321 -0.6940  -1.000

Summary:
- LUMO energy (eV) = -2.8
- net charge = +1
- energy above the lowest of the compared OMol25 structures with the same formula, charge and spin (kJ/mol) = 280.4
- HOMO energy (eV) = -14.0
- DFT total energy (hartree) = -403.83455

***

Entry 5:
DFT (ωB97M-V/def2-TZVPD) results for a gas-phase ion, C5H14NO2 (charge +2).

Last column: natural (NBO) charge in e.
Atoms and positions in Å:
1 C -1.6609 0.5808 1.4802  -0.095
2 O -1.1613 0.1843 2.7918  -0.505
3 C -0.6374 -0.0366 0.3510  -0.016
4 C -0.1650 1.1313 -0.6059  -0.430
5 C 1.0060 0.8929 -1.5728  -0.422
6 C 0.7725 -0.4300 -2.2541  -0.084
7 O 1.0958 -1.5201 -1.4075  -0.632
8 N 0.6609 -0.5935 1.0406  -0.705
9 H -1.9430 1.6295 1.2952  0.263
10 H -2.5459 -0.0859 1.3280  0.305
11 H -1.6054 0.9586 3.3554  0.551
12 H -1.0685 -0.8954 -0.1617  0.258
13 H 0.0299 2.1399 -0.0569  0.278
14 H -1.0006 1.2316 -1.2760  0.253
15 H 1.0272 1.7502 -2.2983  0.308
16 H 1.9389 0.8668 -1.0441  0.228
17 H 1.3387 -0.4761 -3.1457  0.274
18 H -0.3661 -0.4120 -2.4664  0.238
19 H 1.2186 -2.4194 -1.8606  0.550
20 H 1.2406 -1.2446 0.5524  0.471
21 H 0.3435 -1.1367 1.8178  0.458
22 H 1.3981 0.1049 1.2122  0.455

Summary:
- LUMO energy (spin up / spin down) (eV) = -7.1 / -14.5
- net charge = +2
- spin multiplicity = 2
- energy above the lowest of the compared OMol25 structures with the same formula, charge and spin (kJ/mol) = 189.7
- HOMO energy (spin up / spin down) (eV) = -20.0 / -18.1
- DFT total energy (hartree) = -403.31820

***

Entry 6:
DFT (ωB97M-V/def2-TZVPD) results for 2 unconnected molecules or ions with the total composition C5H14NO2P.

Last column: natural (NBO) charge in e.
Atoms and positions in Å:
1 C 1.6319 -2.6809 1.1024  -0.612
2 C -2.1218 -0.2085 1.4257  -0.654
3 C -0.8821 2.3784 -3.4084  -0.274
4 C 1.4576 -1.2334 1.4062  -0.250
5 C -0.7490 -0.6599 1.7645  -0.013
6 N 0.2386 -0.6002 1.0295  -0.326
7 O 1.5123 1.6068 -0.8495  -1.086
8 O -0.2675 2.5970 -2.1033  -0.804
9 P 0.0330 1.1779 -1.3972  1.222
10 H 1.8062 -2.9969 0.0449  0.210
11 H 2.2988 -3.0970 1.7606  0.211
12 H 0.6487 -3.0807 1.4072  0.206
13 H -2.3015 -0.2314 0.4122  0.194
14 H -2.7354 -0.9680 1.8257  0.216
15 H -2.3225 0.7453 1.7216  0.215
16 H -1.8702 1.9888 -3.2092  0.179
17 H -0.4129 1.5571 -3.9092  0.178
18 H -0.8208 3.3732 -3.8946  0.208
19 H 1.5267 -1.2565 2.5178  0.184
20 H 2.1852 -0.5228 1.0810  0.213
21 H -0.6975 -1.0145 2.7946  0.169
22 H 2.5255 1.5784 -1.2867  0.479
23 H -0.6833 1.5479 -0.2356  -0.064

Summary:
- LUMO energy (spin up / spin down) (eV) = 0.4 / -3.5
- spin multiplicity = 3
- energy above the lowest of the compared OMol25 structures with the same formula, charge and spin (kJ/mol) = 367.1
- HOMO energy (spin up / spin down) (eV) = -3.2 / -8.2
- DFT total energy (hartree) = -745.21447

***

Entry 7:
DFT (ωB97M-V/def2-TZVPD) results for 4 unconnected molecules or ions with the total composition C5H14NO5.

Last column: natural (NBO) charge in e.
Atoms and positions in Å:
1 O 0.5235 1.4660 -1.5564  -0.571
2 C -0.4522 1.0958 -0.9566  0.775
3 O -1.1173 1.7585 -0.1023  -0.384
4 C -1.1885 -0.4031 -1.1403  -0.420
5 C -0.1730 -1.5257 -1.5432  -0.453
6 C 0.5680 -2.1566 -0.3432  -0.268
7 C 2.5873 -0.9737 -0.8602  -0.077
8 N 2.0286 -1.9184 -0.2124  -0.405
9 H -2.0172 -0.1725 -1.7673  0.242
10 H -1.6656 -0.7317 -0.2087  0.223
11 H -0.5792 -2.2374 -2.2112  0.240
12 H 0.7508 -1.0777 -2.1220  0.240
13 H 0.1111 -1.8628 0.6492  0.203
14 H 0.2894 -3.3082 -0.3829  0.215
15 H 3.6544 -0.8779 -0.6682  0.179
16 H 2.1872 -0.0955 -1.4018  0.188
17 H 1.0924 -3.0007 3.2202  0.458
18 H 2.0255 -2.1172 2.5029  0.472
19 O 1.8930 -2.5005 3.3985  -0.929
20 H -0.4597 2.6527 0.7515  0.447
21 H 0.9427 3.1833 0.7353  0.456
22 O 0.2187 3.3226 1.3109  -0.833
23 H -3.9060 0.6061 0.8878  0.456
24 H -3.4737 1.7952 0.1602  0.466
25 O -4.1682 1.5100 0.7498  -0.919

Summary:
- LUMO energy (spin up / spin down) (eV) = 0.2 / -4.8
- spin multiplicity = 2
- energy above the lowest of the compared OMol25 structures with the same formula, charge and spin (kJ/mol) = 115.1
- HOMO energy (spin up / spin down) (eV) = -10.3 / -10.3
- DFT total energy (hartree) = -629.70413

***

Entry 8:
DFT (ωB97M-V/def2-TZVPD) results for a single C5H14NOP molecule.

Last column: natural (NBO) charge in e.
Atoms and positions in Å:
1 C 2.5714 2.1101 1.2393  -0.642
2 C -3.3633 -1.2977 0.6939  -0.662
3 C 1.8381 0.8939 0.6673  -0.427
4 C 0.9593 1.2207 -0.5556  -0.215
5 C -2.4089 -0.3143 0.1056  -0.641
6 N 0.3331 -0.0062 -1.0723  -0.957
7 O -0.5500 -2.3262 -1.0878  -1.017
8 P -0.3481 -1.1216 0.0555  1.141
9 H 1.9859 2.7440 1.8750  0.212
10 H 3.4055 1.8037 1.9345  0.219
11 H 2.9153 3.0395 0.5856  0.211
12 H -3.1049 -1.8442 1.6336  0.222
13 H -4.3515 -0.8908 0.9473  0.213
14 H -3.6441 -1.9191 -0.1941  0.219
15 H 1.1844 0.4073 1.5073  0.217
16 H 2.4744 0.1223 0.1479  0.202
17 H 0.2588 2.0004 -0.2766  0.187
18 H 1.6175 1.6011 -1.3522  0.199
19 H -2.2074 0.6212 0.7598  0.187
20 H -2.2829 0.1594 -0.8817  0.239
21 H 0.8638 -0.5256 -1.6803  0.386
22 H -0.3218 -3.2661 -0.8142  0.508

Summary:
- LUMO energy (eV) = 0.9
- SMILES = CCCNP(O)CC
- energy above the lowest of the compared OMol25 structures with the same formula, charge and spin (kJ/mol) = 169.4
- HOMO energy (eV) = -7.5
- DFT total energy (hartree) = -670.18821

***

Entry 9:
DFT (ωB97M-V/def2-TZVPD) results for 2 unconnected molecules or ions with the total composition C5H14NOS.

Last column: natural (NBO) charge in e.
Atoms and positions in Å:
1 C 1.0855 -0.9220 -0.4032  -0.474
2 C 1.4237 -1.0605 -1.8850  -0.487
3 S 0.9027 -2.8098 -2.4590  -0.763
4 C 1.3300 0.4496 0.2881  -0.217
5 N 0.1416 1.2859 0.3019  -0.450
6 C -1.1183 0.5669 0.5978  -0.433
7 C 0.1500 2.5982 1.0325  -0.409
8 H 1.7795 -1.6065 0.1083  0.205
9 H 0.2389 -1.5941 -0.2127  0.235
10 H 0.5761 -0.4958 -2.4516  0.194
11 H 2.3781 -0.8385 -1.9773  0.166
12 H 2.0673 0.9275 -0.4361  0.184
13 H 1.8797 0.4884 1.2623  0.154
14 H -1.0645 -0.4683 0.0927  0.234
15 H -1.9109 1.0907 0.1375  0.180
16 H -1.4270 0.3752 1.6909  0.146
17 H 0.9572 3.2451 0.6644  0.192
18 H -0.8788 3.0852 0.9418  0.193
19 H 0.3289 2.5537 2.1441  0.152
20 H -2.4398 -2.5464 -0.5106  0.515
21 H -3.3817 -1.7369 0.7017  0.474
22 O -3.0181 -2.5875 0.3714  -0.992

Summary:
- LUMO energy (eV) = 3.3
- net charge = -1
- energy above the lowest of the compared OMol25 structures with the same formula, charge and spin (kJ/mol) = 279.8
- HOMO energy (eV) = -2.5
- DFT total energy (hartree) = -727.02489

***

Entry 10:
DFT (ωB97M-V/def2-TZVPD) results for 2 unconnected molecules or ions with the total composition C5H14NOS.

Last column: natural (NBO) charge in e.
Atoms and positions in Å:
1 C -1.5407 -1.1774 -0.0139  -0.211
2 N -0.3232 -0.3629 -0.0638  -0.649
3 C -0.0593 0.3884 -1.3111  -0.246
4 C 0.8589 1.5882 -0.9733  -0.578
5 S 0.3405 2.5761 0.4607  0.110
6 C -1.7484 -1.6573 1.4379  -0.410
7 C -1.9183 -3.2056 1.6512  -0.609
8 H -1.3580 -1.9975 -0.7424  0.179
9 H -2.3807 -0.6246 -0.4478  0.162
10 H -0.3027 0.2498 0.7403  0.361
11 H -0.9659 0.8105 -1.7193  0.185
12 H 0.5160 -0.3447 -1.8789  0.213
13 H 1.8406 1.3541 -0.5641  0.217
14 H 1.0195 2.2021 -1.8544  0.239
15 H -2.5253 -1.1079 1.9813  0.202
16 H -0.8200 -1.3024 1.8949  0.205
17 H -2.8491 -3.2562 2.2209  0.211
18 H -1.9831 -3.6694 0.6674  0.207
19 H -1.0556 -3.5863 2.1821  0.213
20 H 4.1445 0.0451 -0.9292  0.472
21 H 2.6241 0.1233 -1.2675  0.465
22 O 3.4784 -0.2080 -1.5617  -0.937

Summary:
- LUMO energy (spin up / spin down) (eV) = 0.8 / -2.2
- spin multiplicity = 2
- energy above the lowest of the compared OMol25 structures with the same formula, charge and spin (kJ/mol) = 80.3
- HOMO energy (spin up / spin down) (eV) = -8.8 / -8.7
- DFT total energy (hartree) = -726.99713

***

Entry 11:
DFT (ωB97M-V/def2-TZVPD) results for 2 unconnected molecules or ions with the total composition C5H14NS2.

Last column: natural (NBO) charge in e.
Atoms and positions in Å:
1 C 1.8572 2.4355 -0.7602  -0.773
2 S 1.6860 0.7982 -1.5300  0.336
3 S 2.6793 -0.4577 -0.1720  0.588
4 C 1.6374 -1.9572 -0.3035  -0.781
5 H 1.7580 2.3787 0.3478  0.267
6 H 2.8807 2.7891 -0.9077  0.295
7 H 1.1379 3.0997 -1.2152  0.279
8 H 1.6264 -2.2883 -1.3405  0.282
9 H 2.1131 -2.7286 0.3506  0.304
10 H 0.5957 -1.7674 0.0519  0.263
11 C -2.2748 -1.3511 0.3264  -0.694
12 C -1.4735 -0.1523 0.6897  0.132
13 C -0.7587 0.0495 1.8111  -0.374
14 N -1.2885 0.8129 -0.4320  -0.732
15 H -2.1036 -2.1411 1.0701  0.275
16 H -3.3616 -1.1048 0.2224  0.276
17 H -1.9202 -1.8185 -0.6192  0.233
18 H -0.2152 0.9788 2.0177  0.225
19 H -0.8838 -0.6621 2.6286  0.264
20 H -1.9490 0.6299 -1.2127  0.458
21 H -0.3211 0.6699 -0.8604  0.420
22 H -1.4219 1.7869 -0.1630  0.456

Summary:
- LUMO energy (spin up / spin down) (eV) = -8.5 / -11.7
- net charge = +2
- spin multiplicity = 2
- energy above the lowest of the compared OMol25 structures with the same formula, charge and spin (kJ/mol) = 34.1
- HOMO energy (spin up / spin down) (eV) = -18.0 / -18.0
- DFT total energy (hartree) = -1049.32786